Entry 1:
Molecular formula: C6H14O
Method: DFT, wB97M-V/def2-TZVPD

Results
HOMO level = -8.951 eV
Frontier orbital gap = 9.82 eV
ΔE to the lowest compared entry with this formula, charge and spin = 1.847 eV
F_max = 2.60 eV Å⁻¹
E_LUMO = 0.9 eV

Each line ends with the Löwdin charge.
Geometry (Å):
H (0.37, -2.53, 0.22)  0.0765
H (0.69, -1.38, -1.83)  0.0043
C (-0.74, 2.65, 0.32)  -0.0970
H (0.14, -2.05, 1.88)  0.0686
H (1.77, -2.40, 1.44)  0.0552
C (-1.53, -0.59, 0.49)  0.0562
H (-0.87, 1.27, -1.45)  0.1379
C (0.85, -2.02, 1.06)  -0.0957
H (-1.76, 2.83, -0.02)  0.0585
H (1.50, -1.34, -3.18)  0.0370
H (0.72, 1.64, -0.76)  0.0964
H (-2.32, 0.13, 0.65)  0.0654
H (-0.84, 2.46, 1.40)  0.0807
C (-0.35, 0.01, 0.17)  -0.3609
C (0.98, -0.54, 0.61)  -0.2236
H (-1.59, -1.63, 0.79)  0.0450
C (-0.30, 1.39, -0.46)  -0.2323
H (-0.19, 3.54, 0.12)  0.0544
O (0.63, -1.24, -2.78)  -0.0496
H (1.67, -0.27, -0.19)  0.0926
H (1.20, 0.07, 1.51)  0.1305

=====

Entry 2:
Molecular formula: C32H31AlN6O6S2SeTe
Method: DFT, wB97M-V/def2-TZVPD

Results
HOMO level = -12.097 eV
Frontier orbital gap = 5.96 eV
F_max = 0.32 eV Å⁻¹
Charge = +2
E_LUMO = -6.1 eV

Each line ends with the Löwdin charge.
Geometry (Å):
H (0.33, -1.14, -1.32)  0.0712
C (3.67, 3.90, -1.21)  -0.3338
C (1.68, -4.65, -3.10)  -0.0469
C (2.37, -0.78, -1.93)  0.0394
H (4.33, -0.05, -2.44)  0.1375
N (-0.44, 0.95, 1.97)  -0.1336
O (-2.43, 2.29, 0.44)  -0.2244
C (3.10, 1.48, -1.56)  -0.0561
H (-0.94, 2.85, 2.70)  0.1314
H (4.62, -6.23, -2.54)  0.1098
H (-5.01, -2.03, -1.21)  0.1257
H (2.52, 6.26, -0.35)  0.1373
H (-0.20, -2.91, -1.97)  0.0207
C (-6.61, 0.95, -1.36)  -0.0251
C (3.23, -5.63, -1.02)  -0.0373
Te (-0.23, -3.69, 0.63)  1.3174
O (-1.56, -0.20, -0.21)  -0.2821
H (1.57, 0.49, 1.55)  0.1291
Al (-0.83, 1.45, -0.17)  -0.1198
C (-0.06, 1.70, 4.31)  -0.0340
C (1.07, -0.33, 3.49)  -0.0364
H (-7.61, 1.37, -1.46)  0.1250
H (0.15, -0.09, 5.33)  0.1992
N (0.23, 3.17, -0.05)  0.1094
C (1.48, 3.07, -0.55)  -0.0957
C (-0.22, 4.38, 0.30)  -0.0452
H (2.53, -1.79, -2.28)  0.1235
H (0.85, 2.07, 4.79)  0.1446
C (-0.10, -3.88, -1.50)  -0.4132
H (-2.09, -0.13, 4.65)  0.1479
C (2.89, -5.26, -3.37)  -0.0726
S (-2.97, 2.45, -0.97)  0.6949
C (4.05, 2.58, -1.64)  -0.3330
N (4.58, 4.84, -1.34)  -0.2063
H (-5.64, 2.87, -1.30)  0.1233
H (-1.98, -0.50, 1.85)  0.1187
C (3.67, -5.75, -2.33)  -0.0699
C (-6.43, -0.42, -1.35)  -0.0190
C (1.23, -4.53, -1.78)  -0.2962
C (1.86, 1.74, -1.03)  -0.1023
C (-4.05, -0.13, -1.14)  -0.1948
C (3.36, 0.18, -2.02)  0.0686
H (0.17, 6.47, 0.50)  0.1299
C (1.87, 5.40, -0.26)  0.0621
H (1.26, -5.88, 1.10)  0.0573
N (5.26, 2.46, -2.12)  -0.2051
O (-1.77, 1.99, -1.74)  -0.1721
H (0.46, -0.89, 1.47)  0.0434
H (3.83, -6.03, -0.21)  0.1191
C (1.52, -4.91, 0.69)  -0.4460
H (0.79, 2.56, 2.50)  0.1325
C (-5.52, 1.80, -1.27)  -0.0261
C (-0.15, 2.12, 2.83)  -0.1042
H (3.23, -5.35, -4.39)  0.1094
H (-1.21, -1.44, 3.83)  0.1428
C (-4.24, 1.26, -1.16)  -0.2242
C (2.34, 4.15, -0.66)  -0.0561
C (-1.33, -0.36, 3.90)  -0.0297
C (1.14, -0.43, -1.39)  -0.0245
C (-5.16, -0.96, -1.23)  -0.0279
H (-0.95, -4.49, -1.83)  0.0739
H (1.13, -1.40, 3.65)  0.1422
C (0.58, 5.51, 0.21)  0.0178
H (-2.44, 1.02, 2.61)  0.1400
N (0.89, 0.80, -0.94)  0.1202
H (-1.24, 4.43, 0.65)  0.1277
O (-1.96, -1.10, -2.40)  -0.2353
H (-7.28, -1.08, -1.43)  0.1256
O (-2.76, -2.25, -0.36)  -0.3487
H (2.28, -4.46, 1.34)  0.0463
N (-0.02, 0.20, 4.37)  -0.0762
H (-0.92, 2.02, 4.89)  0.1464
H (2.00, 0.13, 3.82)  0.1444
C (-1.65, 0.27, 2.54)  -0.0868
S (-2.49, -1.03, -1.08)  0.5533
O (-3.45, 3.75, -1.28)  -0.2031
C (0.71, 0.01, 2.03)  -0.1197
Se (6.01, 4.07, -2.05)  1.2267
H (1.06, -4.28, -3.91)  0.1209
C (2.01, -5.02, -0.74)  -0.2935

=====

Entry 3:
Molecular formula: C5H8S2
Method: DFT, wB97M-V/def2-TZVPD

Results
HOMO level = -8.642 eV
Frontier orbital gap = 8.57 eV
ΔE to the lowest compared entry with this formula, charge and spin = 1.253 eV
F_max = 3.11 eV Å⁻¹
E_LUMO = -0.1 eV

Each line ends with the Löwdin charge.
Geometry (Å):
H (-2.12, -1.25, 0.41)  0.0791
C (-1.93, -0.25, 0.09)  -0.2064
S (0.61, -1.08, -0.27)  0.9331
C (-0.68, 0.06, -0.33)  -0.4945
C (1.99, 0.03, -0.05)  -1.1327
S (2.06, 1.66, -0.10)  0.6851
H (-2.71, 1.64, -0.07)  0.0620
C (3.25, -0.75, 0.18)  -0.2227
H (-3.68, 0.67, 1.00)  0.0551
H (3.07, -1.56, 0.93)  0.0825
H (-3.90, 0.48, -0.76)  0.1048
H (-0.47, 0.89, -0.92)  0.0269
H (3.69, -1.14, -0.76)  0.0969
C (-3.14, 0.67, 0.08)  -0.0959
H (3.95, -0.07, 0.56)  0.0266

=====

Entry 4:
Molecular formula: C4H11IN2
Method: DFT, wB97M-V/def2-TZVPD

Results
HOMO level = -5.412 eV
Frontier orbital gap = 4.13 eV
ΔE to the lowest compared entry with this formula, charge and spin = 2.669 eV
F_max = 3.86 eV Å⁻¹
E_LUMO = -1.3 eV

Each line ends with the Löwdin charge.
Geometry (Å):
H (1.38, 0.16, 3.18)  0.1025
H (-0.95, -1.15, 2.36)  0.1148
H (2.55, 0.24, 1.78)  0.1181
C (1.65, -0.37, 2.23)  0.0090
C (0.41, -0.16, 1.31)  -0.2693
H (-1.59, -0.57, 0.78)  0.1427
N (-0.73, -0.78, 1.48)  0.2378
H (-0.62, -1.21, -0.84)  0.0492
I (-4.24, -0.24, -0.92)  0.2548
H (-0.61, 0.20, -1.74)  0.0307
H (0.39, 1.50, -0.06)  0.1647
H (1.80, 0.51, -0.17)  0.1045
C (0.03, -0.39, -1.14)  -0.0755
H (0.84, -0.87, -1.77)  0.0950
H (-3.33, 2.09, -1.27)  -0.1894
N (-2.96, 1.35, -0.61)  -0.8109
C (0.73, 0.42, 0.03)  -0.1716
H (1.86, -1.44, 2.26)  0.0928